Arrangement P

Here is the molecule C2H3ClN2O from the Open Molecules 2025 dataset. Energies are from ωB97M-V/def2-TZVPD.

## Properties
**Frontier orbital gap**: 9.3 eV
**LUMO energy**: -0.25 eV
**SMILES**: [H]/N=C(\Cl)CN=O

Structure (ORCA input):
```
! RIJCOSX wB97M-V def2-TZVPD def2/J DEFGRID3
* xyz 0 1
H -1.587 -1.989 -0.661
N -0.777 -1.451 -0.382
C -0.894 -0.262 -0.084
Cl -2.342 0.707 -0.058
C 0.474 0.559 0.325
N 1.538 0.287 -0.603
O 2.644 0.201 -0.121
H 0.714 0.329 1.366
H 0.229 1.619 0.219
*
```



Arrangement Q

Here is a cluster of 2 separate species, C2H3ClN2O in total from the Open Molecules 2025 dataset. Energies are from ωB97M-V/def2-TZVPD.

## Properties
**Frontier orbital gap**: 10.4 eV
**LUMO energy**: 0.45 eV
**SMILES**: C#[N+][O-].[H]/N=C\Cl

Structure (ORCA input):
```
! RIJCOSX wB97M-V def2-TZVPD def2/J DEFGRID3
* xyz 0 1
C 0.929 0.819 -1.217
N 1.453 -0.218 -1.410
O 2.000 -1.237 -1.642
H 0.551 1.641 -0.633
H -1.519 -0.405 -0.489
N -1.345 0.368 0.182
C -0.976 0.049 1.361
Cl -0.592 -1.631 1.743
H -0.499 0.612 2.106
*
```



arrangement P is preferred energetically. Next in line: 0.0339 hartree higher.



Arrangement P

Here is the molecule C3H2F2OS from the Open Molecules 2025 dataset. Energies are from ωB97M-V/def2-TZVPD.

## Properties
**Frontier orbital gap**: 9.9 eV
**LUMO energy**: -0.06 eV
**SMILES**: O=C(S)/C(F)=C\F

Structure (ORCA input):
```
! RIJCOSX wB97M-V def2-TZVPD def2/J DEFGRID3
* xyz 0 1
O -0.038 -1.627 0.599
C -0.378 -0.525 0.327
S -1.967 -0.041 -0.277
C 0.459 0.644 0.182
F 0.069 1.964 0.285
C 1.694 0.349 -0.170
F 2.285 -0.761 -0.387
H -2.414 -1.260 -0.982
H 2.360 1.306 -0.487
*
```



Arrangement Q

Here is a structure of composition C3H2F2OS from the Open Molecules 2025 dataset. Energies are from ωB97M-V/def2-TZVPD.

## Properties
**Frontier orbital gap**: 7.5 eV
**LUMO energy**: -2.63 eV

Structure (ORCA input):
```
! RIJCOSX wB97M-V def2-TZVPD def2/J DEFGRID3
* xyz 0 1
C 0.962 -0.197 0.726
C -0.123 -0.466 -0.419
C -0.896 0.536 -1.002
H 1.409 -1.101 1.069
H -1.188 1.684 -0.222
O -1.476 0.316 -2.126
F 0.300 0.475 1.901
F 1.783 0.785 0.257
S -0.771 -2.031 -0.184
*
```



arrangement P is preferred energetically. Next in line: 0.0478 hartree higher.



Arrangement P

Here is a cluster of 11 separate species, C38H103N5O11 in total from the Open Molecules 2025 dataset. Energies are from ωB97M-V/def2-TZVPD.

## Properties
**Frontier orbital gap**: 9.6 eV
**LUMO energy**: 0.37 eV
**SMILES**: COC[C@H](C)N.COC[C@H](C)N.COC[C@H](C)N.COC[C@H](C)N.COC[C@H](C)N.CC(C)O.CC(C)O.CC(C)O.CC(C)O.CC(C)O.CC(C)O

Structure (ORCA input):
```
! RIJCOSX wB97M-V def2-TZVPD def2/J DEFGRID3
* xyz 0 1
C 1.392 1.587 -4.505
O 0.907 2.613 -3.642
C 0.963 3.890 -4.206
C -0.213 4.271 -5.092
C -0.013 5.670 -5.643
N -1.427 4.278 -4.314
H 0.654 1.350 -5.296
H 1.481 0.676 -3.879
H 2.361 1.854 -4.938
H 0.949 4.525 -3.308
H 1.913 4.055 -4.751
H -0.206 3.509 -5.871
H -0.945 5.980 -6.161
H 0.790 5.833 -6.369
H 0.057 6.425 -4.848
H -2.226 4.428 -4.938
H -1.667 3.378 -3.906
C -3.502 -4.199 -0.654
O -4.166 -3.580 0.440
C -3.667 -4.026 1.712
C -4.262 -5.308 2.192
C -5.833 -5.306 2.211
N -3.834 -5.643 3.562
H -3.862 -5.231 -0.841
H -2.415 -4.214 -0.489
H -3.721 -3.557 -1.503
H -2.595 -4.172 1.523
H -3.845 -3.163 2.351
H -3.951 -6.147 1.564
H -6.204 -4.917 1.257
H -6.232 -4.607 2.949
H -6.191 -6.300 2.458
H -4.126 -4.949 4.239
H -2.817 -5.627 3.567
C 1.129 1.360 1.262
O 0.439 0.455 0.460
C 0.542 -0.909 0.792
C -0.278 -1.620 -0.248
C 0.199 -1.309 -1.680
N -1.769 -1.340 -0.188
H 0.904 1.229 2.340
H 0.909 2.352 0.886
H 2.201 1.223 1.050
H 1.560 -1.337 0.751
H 0.112 -1.101 1.787
H -0.167 -2.702 -0.088
H -0.233 -0.315 -1.866
H -0.401 -2.013 -2.220
H 1.258 -1.328 -1.772
H -2.087 -1.687 0.723
H -1.800 -0.323 -0.125
C -2.662 2.742 -1.355
O -2.399 2.717 0.076
C -3.632 2.584 0.797
C -3.289 2.430 2.277
C -2.519 1.166 2.506
N -4.563 2.400 3.071
H -2.923 1.783 -1.798
H -1.755 3.127 -1.810
H -3.469 3.461 -1.615
H -4.238 3.487 0.634
H -4.223 1.723 0.422
H -2.698 3.324 2.498
H -1.578 1.141 1.945
H -3.072 0.247 2.330
H -2.243 1.125 3.586
H -4.447 2.993 3.889
H -4.745 1.479 3.447
C 5.165 0.553 1.669
O 4.643 -0.752 1.439
C 4.984 -1.760 2.382
C 4.145 -1.699 3.691
C 4.431 -2.926 4.578
N 2.696 -1.624 3.489
H 4.721 0.921 2.625
H 4.777 1.190 0.873
H 6.271 0.580 1.757
H 4.788 -2.696 1.875
H 6.047 -1.769 2.681
H 4.393 -0.775 4.238
H 4.140 -2.751 5.608
H 5.499 -3.086 4.479
H 3.869 -3.786 4.187
H 2.405 -2.477 2.993
H 2.485 -0.975 2.732
C -1.357 -2.193 4.172
C -0.645 -1.368 5.171
C 0.138 -2.014 6.241
O 0.195 -0.350 4.574
H -2.113 -2.760 4.697
H -0.706 -2.968 3.708
H -1.880 -1.635 3.370
H -1.461 -0.769 5.599
H 0.770 -2.829 5.849
H -0.456 -2.483 7.033
H 0.775 -1.215 6.661
H 1.038 -0.846 4.392
C 3.304 -6.220 -4.390
C 3.123 -5.317 -3.132
C 1.768 -4.559 -3.142
O 3.253 -6.026 -1.871
H 2.390 -6.811 -4.494
H 4.153 -6.884 -4.220
H 3.540 -5.642 -5.302
H 3.931 -4.576 -3.023
H 0.944 -5.239 -2.920
H 1.569 -4.046 -4.082
H 1.888 -3.806 -2.366
H 3.187 -6.975 -2.009
C -1.473 3.231 6.018
C -0.232 3.372 5.150
C -0.209 4.620 4.291
O 0.916 3.440 6.062
H -2.307 2.827 5.441
H -1.765 4.231 6.347
H -1.169 2.620 6.862
H -0.129 2.443 4.556
H 0.780 4.686 3.832
H -0.334 5.462 4.962
H -0.908 4.583 3.464
H 1.681 3.535 5.493
C 0.617 4.880 -0.523
C -0.622 5.719 -0.690
C -0.560 7.029 0.054
O -0.789 6.090 -2.059
H 0.756 4.564 0.525
H 1.546 5.367 -0.795
H 0.600 3.958 -1.093
H -1.500 5.139 -0.355
H 0.247 7.608 -0.384
H -0.249 6.838 1.087
H -1.521 7.514 -0.069
H -1.142 5.368 -2.628
C -2.229 -1.313 -6.435
C -3.054 -0.654 -5.316
C -2.269 0.360 -4.537
O -4.184 -0.037 -5.874
H -1.660 -0.515 -6.926
H -2.899 -1.802 -7.159
H -1.464 -2.050 -6.132
H -3.375 -1.429 -4.600
H -1.398 -0.118 -4.039
H -2.841 0.698 -3.686
H -1.939 1.258 -5.066
H -4.574 -0.582 -6.564
C 3.922 0.191 -1.955
C 4.593 -1.181 -2.161
C 5.011 -1.366 -3.622
O 5.710 -1.196 -1.294
H 2.938 0.377 -2.377
H 4.640 0.999 -2.142
H 3.760 0.218 -0.870
H 3.957 -2.054 -1.892
H 4.175 -1.268 -4.310
H 5.452 -2.362 -3.707
H 5.732 -0.598 -3.931
H 5.342 -1.274 -0.402
*
```



Arrangement Q

Here is a cluster of 11 separate species, C38H103N5O11 in total from the Open Molecules 2025 dataset. Energies are from ωB97M-V/def2-TZVPD.

## Properties
**Frontier orbital gap**: 8.9 eV
**LUMO energy**: 0.46 eV
**SMILES**: COC[C@H](C)N.COC[C@H](C)N.COC[C@H](C)N.COC[C@H](C)N.COC[C@H](C)N.CC(C)O.CC(C)O.CC(C)O.CC(C)O.CC(C)O.CC(C)O

Structure (ORCA input):
```
! RIJCOSX wB97M-V def2-TZVPD def2/J DEFGRID3
* xyz 0 1
C 6.101 2.275 -6.144
O 5.660 2.029 -4.816
C 4.350 1.731 -4.621
C 4.075 1.495 -3.175
C 4.459 2.609 -2.254
N 4.638 0.158 -2.882
H 7.062 2.770 -6.128
H 5.382 2.939 -6.709
H 6.139 1.328 -6.717
H 3.791 2.595 -4.936
H 4.110 0.871 -5.241
H 2.958 1.361 -3.260
H 5.563 2.797 -2.132
H 4.019 2.264 -1.321
H 4.099 3.622 -2.433
H 4.379 -0.233 -1.961
H 5.664 0.238 -2.851
C -4.420 -2.488 -2.324
O -3.591 -2.420 -3.502
C -3.527 -3.680 -4.245
C -2.624 -3.440 -5.424
C -1.254 -2.970 -4.943
N -3.248 -2.439 -6.293
H -4.251 -1.523 -1.848
H -4.102 -3.380 -1.718
H -5.401 -2.684 -2.693
H -3.197 -4.454 -3.544
H -4.578 -3.901 -4.532
H -2.668 -4.385 -5.933
H -1.469 -1.971 -4.449
H -0.548 -2.706 -5.723
H -0.694 -3.647 -4.322
H -3.385 -1.563 -5.804
H -4.183 -2.754 -6.567
C 2.720 6.261 1.694
O 1.519 5.587 1.857
C 1.565 4.341 1.145
C 0.155 3.819 1.083
C -0.372 3.428 2.488
N 0.006 2.657 0.192
H 2.663 7.170 2.329
H 2.803 6.692 0.695
H 3.570 5.623 2.027
H 1.919 4.509 0.136
H 2.222 3.628 1.591
H -0.410 4.581 0.671
H -0.005 4.090 3.262
H 0.039 2.430 2.720
H -1.445 3.409 2.478
H 0.322 1.723 0.528
H 0.322 2.760 -0.780
C 2.294 2.078 4.609
O 2.386 1.648 3.257
C 2.559 0.266 3.042
C 2.528 0.023 1.488
C 2.569 -1.462 1.278
N 3.576 0.758 0.775
H 1.582 2.877 4.683
H 3.235 2.231 5.064
H 1.820 1.300 5.255
H 3.491 -0.044 3.505
H 1.713 -0.202 3.569
H 1.593 0.374 1.074
H 3.520 -1.890 1.618
H 2.455 -1.812 0.268
H 1.684 -1.931 1.752
H 4.485 0.539 1.128
H 3.438 1.755 0.912
C -0.981 -1.031 2.056
O -0.596 -0.607 0.756
C -1.013 -1.436 -0.343
C -0.840 -0.698 -1.669
C 0.534 -0.200 -1.937
N -1.692 0.490 -1.675
H -2.039 -0.920 2.257
H -0.447 -0.427 2.794
H -0.735 -2.062 2.247
H -0.410 -2.306 -0.414
H -2.109 -1.750 -0.199
H -1.205 -1.410 -2.413
H 0.574 0.112 -2.967
H 1.310 -0.975 -1.787
H 0.628 0.571 -1.233
H -1.513 0.938 -0.823
H -2.676 0.279 -1.709
C -1.485 -4.398 5.319
C -1.289 -5.107 6.653
C -0.554 -4.325 7.702
O -2.606 -5.516 7.188
H -2.018 -4.953 4.565
H -0.459 -4.192 4.964
H -1.961 -3.422 5.441
H -0.807 -6.083 6.521
H -1.188 -3.494 7.929
H 0.457 -4.015 7.416
H -0.444 -4.903 8.629
H -2.379 -5.838 8.047
C -3.869 2.937 -3.000
C -3.593 3.868 -1.833
C -3.820 3.328 -0.457
O -2.313 4.348 -1.904
H -4.935 2.732 -2.977
H -3.176 2.081 -2.823
H -3.617 3.464 -3.944
H -4.255 4.728 -1.975
H -3.495 4.010 0.383
H -3.350 2.364 -0.268
H -4.904 3.122 -0.202
H -2.136 5.026 -1.257
C 3.735 -3.539 -2.959
C 3.596 -2.873 -4.305
C 2.368 -2.023 -4.557
O 4.835 -2.134 -4.674
H 3.704 -2.804 -2.188
H 4.658 -4.189 -2.885
H 2.908 -4.259 -2.766
H 3.543 -3.712 -5.012
H 2.503 -1.601 -5.545
H 2.282 -1.120 -3.922
H 1.478 -2.612 -4.572
H 4.903 -1.351 -4.107
C -2.657 0.467 6.213
C -1.455 -0.038 7.011
C -0.414 -0.608 6.087
O -0.917 1.093 7.700
H -2.294 1.326 5.606
H -3.520 0.671 6.887
H -3.061 -0.338 5.572
H -1.651 -0.833 7.732
H 0.432 -0.890 6.710
H -0.071 0.152 5.398
H -0.752 -1.522 5.585
H -1.563 1.379 8.345
C 0.054 5.026 -4.754
C 1.035 4.635 -3.645
C 2.073 5.648 -3.304
O 0.362 4.325 -2.441
H -0.793 4.288 -4.784
H 0.436 5.087 -5.795
H -0.414 5.970 -4.536
H 1.550 3.747 -4.055
H 2.634 5.358 -2.438
H 1.508 6.552 -3.118
H 2.710 5.840 -4.142
H -0.578 4.082 -2.590
C -3.278 -5.431 2.298
C -4.726 -5.480 2.688
C -4.953 -4.982 4.085
O -5.457 -4.733 1.731
H -2.877 -4.454 2.409
H -3.244 -5.795 1.273
H -2.680 -6.182 2.830
H -5.026 -6.553 2.688
H -5.984 -5.114 4.437
H -4.553 -3.949 4.108
H -4.398 -5.577 4.825
H -6.416 -4.936 1.874
*
```



arrangement P is preferred energetically. Next in line: 0.0409 hartree higher.